1.
ORCA calculation (ωB97M-V/def2-TZVPD) on a molecular structure, C57H46CoIN3O2P2Si.

Total charge: +1
Frontier orbital gap (spin up / spin down), eV: 6.723 / 6.982
HOMO energy (spin up / spin down), eV: -9.27 / -10.82
2S+1: 5
LUMO level (spin up / spin down), eV: -2.55 / -3.83

The geometry in XYZ format:
```
113
Properties=species:S:1:pos:R:3:lowdin_charge:R:1
Co -0.6752 -0.4211 -0.3199 0.531
C -3.0484 1.4293 1.9065 -0.175
Si -2.8374 0.3282 0.4215 0.607
C -3.6373 -1.3307 0.9013 -0.335
C -4.9936 -1.6188 0.6828 -0.106
C -5.5449 -2.8240 1.0822 -0.065
C -4.7606 -3.7590 1.7513 -0.059
C -3.4336 -3.4755 2.0229 -0.078
C -2.8493 -2.2820 1.5712 -0.384
P -1.1741 -1.6946 2.0564 1.103
C -1.4255 -1.6347 3.8774 -0.324
C -0.4110 -1.9633 4.7752 -0.077
C -0.6473 -1.9310 6.1443 -0.067
C -1.8878 -1.5444 6.6340 -0.075
C -2.8901 -1.1771 5.7486 -0.067
C -2.6596 -1.2172 4.3797 -0.086
C 0.1112 -2.9976 1.8992 -0.353
C -0.1077 -4.3695 2.0369 -0.066
C 0.9615 -5.2551 2.0653 -0.066
C 2.2671 -4.7846 1.9742 -0.071
C 2.4990 -3.4230 1.8306 -0.066
C 1.4263 -2.5383 1.7913 -0.128
C -3.5135 1.2115 -1.1104 -0.301
C -4.8913 1.4731 -1.2059 -0.092
C -5.4213 2.1622 -2.2877 -0.062
C -4.5763 2.6570 -3.2750 -0.058
C -3.2111 2.4405 -3.1861 -0.089
C -2.6694 1.6894 -2.1351 -0.373
P -0.8674 1.3319 -2.1226 1.085
C -0.1780 2.9090 -2.7132 -0.357
C -0.3907 4.0487 -1.9425 -0.094
C 0.1055 5.2761 -2.3539 -0.071
C 0.8317 5.3706 -3.5334 -0.070
C 1.0480 4.2373 -4.3034 -0.062
C 0.5457 3.0068 -3.8971 -0.068
C -0.5408 0.2224 -3.5542 -0.382
C 0.7559 -0.3013 -3.6514 -0.128
C 1.0973 -1.1576 -4.6869 -0.069
C 0.1501 -1.5049 -5.6434 -0.073
C -1.1306 -0.9818 -5.5643 -0.092
C -1.4783 -0.1247 -4.5219 -0.160
H -4.0131 1.2026 2.3773 0.045
H -3.0316 2.4900 1.6335 0.040
H -2.2514 1.2413 2.6368 0.021
H -5.6297 -0.8932 0.1799 0.090
H -6.5926 -3.0319 0.8881 0.113
H -5.1936 -4.6945 2.0894 0.112
H -2.8684 -4.1685 2.6300 0.096
H 0.5710 -2.2438 4.4168 0.104
H 0.1432 -2.2110 6.8304 0.108
H -2.0675 -1.5189 7.7036 0.108
H -3.8573 -0.8601 6.1227 0.109
H -3.4527 -0.9249 3.7001 0.097
H -1.1120 -4.7631 2.1067 0.086
H 0.7730 -6.3192 2.1791 0.112
H 3.0989 -5.4787 2.0218 0.111
H 3.5120 -3.0424 1.7522 0.104
H 1.6213 -1.4782 1.6800 0.078
H -5.5609 1.1521 -0.4082 0.097
H -6.4923 2.3308 -2.3518 0.113
H -4.9831 3.2202 -4.1097 0.114
H -2.5517 2.8525 -3.9433 0.116
H -0.9677 3.9785 -1.0245 0.110
H -0.0639 6.1571 -1.7490 0.107
H 1.2266 6.3283 -3.8554 0.109
H 1.6111 4.3063 -5.2274 0.110
H 0.7127 2.1347 -4.5133 0.101
H 1.4971 -0.0092 -2.9152 0.082
H 2.1046 -1.5518 -4.7528 0.110
H 0.4146 -2.1763 -6.4524 0.109
H -1.8718 -1.2430 -6.3117 0.110
H -2.4849 0.2667 -4.4731 0.083
O 0.3121 0.5342 2.9888 0.017
C 1.0362 0.8389 2.0579 -0.565
N 2.2452 1.4468 2.2269 0.144
C 2.9149 1.7673 0.9889 -0.256
C 1.8755 1.1857 -0.0038 -0.420
O 2.0511 1.1727 -1.2071 0.034
N 0.8274 0.5883 0.6740 0.061
C 4.1920 0.9521 0.7554 -0.146
C 4.8920 1.0930 -0.4438 -0.049
C 6.0447 0.3582 -0.6780 -0.064
C 6.5086 -0.5436 0.2731 -0.084
C 5.7948 -0.7219 1.4487 -0.084
C 4.6398 0.0205 1.6877 -0.032
C 3.0615 3.2997 0.8998 -0.121
C 1.9349 4.0697 1.1922 -0.033
C 2.0055 5.4518 1.2417 -0.076
C 3.2098 6.0958 0.9815 -0.082
C 4.3363 5.3414 0.6955 -0.066
C 4.2667 3.9499 0.6670 -0.018
H 2.5310 1.8023 3.1215 0.171
H 4.5177 1.7678 -1.2042 0.121
H 6.5859 0.4930 -1.6083 0.108
H 7.4197 -1.1034 0.0956 0.105
H 6.1359 -1.4361 2.1908 0.105
H 4.0923 -0.1306 2.6099 0.109
H 0.9947 3.5767 1.4232 0.116
H 1.1200 6.0291 1.4892 0.107
H 3.2710 7.1782 1.0187 0.106
H 5.2861 5.8324 0.5139 0.108
H 5.1692 3.3815 0.4905 0.107
I -3.1606 -2.4228 -2.6883 1.107
C -1.3550 -3.0886 -1.9009 -0.719
C -1.0416 -4.4238 -2.1153 -0.118
C 0.2340 -4.8721 -1.8211 -0.025
C 1.1756 -3.9630 -1.3807 -0.036
C 0.7741 -2.6654 -1.1757 -0.132
N -0.4850 -2.2227 -1.3767 -0.042
H -1.7871 -5.0845 -2.5324 0.096
H 0.4949 -5.9142 -1.9722 0.126
H 2.2035 -4.2488 -1.1888 0.124
H 1.4874 -1.9197 -0.8398 0.116
```

2.
ORCA calculation (ωB97M-V/def2-TZVPD) on a molecular structure, C57H48AuGe2O2P.

Total charge: -1
Frontier orbital gap (spin up / spin down), eV: 6.188 / 7.549
HOMO energy (spin up / spin down), eV: -3.72 / -5.74
2S+1: 2
LUMO level (spin up / spin down), eV: 2.47 / 1.81

The geometry in XYZ format:
```
111
Properties=species:S:1:pos:R:3:lowdin_charge:R:1
Au 1.0419 -0.0065 0.2029 0.839
C -2.1016 -5.3267 -4.8037 -0.105
C -2.8754 -4.2028 -4.5495 -0.093
C -2.3383 -3.1169 -3.8658 -0.083
C -1.0186 -3.1415 -3.4190 -0.374
C -0.2372 -4.2579 -3.7286 -0.116
C -0.7721 -5.3457 -4.4036 -0.095
P -0.1937 -1.8620 -2.3656 1.078
C -1.3483 -0.4531 -2.5673 -0.401
C -2.5232 -0.2868 -1.8429 -0.111
C -3.3929 0.7557 -2.1468 -0.098
C -3.0888 1.6452 -3.1672 -0.098
C -1.9114 1.4948 -3.8852 -0.089
C -1.0464 0.4516 -3.5861 -0.105
C -0.5200 -2.4985 -0.6629 -0.428
C -1.2016 -3.6924 -0.4141 -0.103
C -1.2328 -4.2413 0.8625 -0.106
C -0.5739 -3.6017 1.9022 -0.100
C 0.0791 -2.3979 1.6682 -0.150
C 0.1212 -1.8178 0.3963 -0.365
H -2.5327 -6.1837 -5.3075 0.095
H -3.9079 -4.1699 -4.8777 0.097
H -2.9601 -2.2517 -3.6746 0.097
H 0.8035 -4.2728 -3.4171 0.094
H -0.1521 -6.2083 -4.6187 0.098
H -2.7599 -0.9740 -1.0389 0.099
H -4.3073 0.8701 -1.5807 0.104
H -3.7644 2.4599 -3.3990 0.099
H -1.6665 2.1913 -4.6788 0.098
H -0.1262 0.3254 -4.1480 0.094
H -1.7319 -4.1946 -1.2136 0.092
H -1.7683 -5.1676 1.0377 0.092
H -0.5627 -4.0401 2.8938 0.097
H 0.5912 -1.9109 2.4932 0.071
C 3.9304 -1.5704 -5.4982 -0.109
C 3.5511 -0.3116 -5.0496 -0.103
C 3.4029 -0.0751 -3.6887 -0.140
C 3.6382 -1.0816 -2.7492 -0.330
C 4.0325 -2.3361 -3.2154 -0.114
C 4.1763 -2.5803 -4.5763 -0.100
Ge 3.2761 -0.7407 -0.8356 0.954
C 3.6859 -2.4316 0.1148 -0.309
C 2.9399 -3.5862 -0.1457 -0.140
C 3.0942 -4.7366 0.6154 -0.094
C 4.0043 -4.7562 1.6664 -0.109
C 4.7657 -3.6263 1.9317 -0.101
C 4.6056 -2.4776 1.1632 -0.107
C 4.6403 0.5573 -0.2503 -0.320
C 4.5713 1.0745 1.0463 -0.141
C 5.4663 2.0434 1.4774 -0.088
C 6.4385 2.5271 0.6095 -0.109
C 6.5103 2.0343 -0.6870 -0.105
C 5.6160 1.0586 -1.1123 -0.112
H 4.0343 -1.7628 -6.5595 0.092
H 3.3633 0.4834 -5.7626 0.095
H 3.0891 0.9080 -3.3483 0.102
H 4.2317 -3.1323 -2.5065 0.087
H 4.4806 -3.5631 -4.9191 0.095
H 2.2154 -3.5797 -0.9527 0.082
H 2.4942 -5.6134 0.3970 0.098
H 4.1101 -5.6429 2.2809 0.092
H 5.4854 -3.6368 2.7430 0.094
H 5.2053 -1.6005 1.3847 0.087
H 3.7880 0.7368 1.7182 0.092
H 5.3938 2.4371 2.4847 0.100
H 7.1277 3.2959 0.9387 0.092
H 7.2624 2.4148 -1.3696 0.092
H 5.6817 0.6800 -2.1272 0.087
O 0.5652 3.4372 2.0316 -0.001
C 0.6750 2.8806 0.9378 -0.679
O 1.5880 2.0147 0.6438 -0.217
C -0.3901 3.2147 -0.0940 -0.168
C -1.6469 2.3965 0.2573 -0.249
Ge -2.2960 2.6113 2.1135 1.036
C -3.9110 1.4556 2.0841 -0.241
C -5.2224 1.8398 2.3635 -0.112
C -6.2791 0.9436 2.2408 -0.104
C -6.0437 -0.3653 1.8436 -0.107
C -4.7413 -0.7791 1.5905 -0.091
C -3.6931 0.1260 1.7077 -0.116
C -2.7265 4.5068 2.3443 -0.249
C -1.7691 5.3665 2.8909 -0.107
C -2.0250 6.7262 3.0124 -0.088
C -3.2362 7.2515 2.5784 -0.108
C -4.1833 6.4138 2.0049 -0.104
C -3.9263 5.0537 1.8859 -0.116
C -1.2743 1.9228 3.6303 -0.259
C -0.5730 0.7216 3.5102 -0.106
C 0.1785 0.2264 4.5649 -0.084
C 0.2427 0.9270 5.7630 -0.100
C -0.4693 2.1105 5.9034 -0.095
C -1.2248 2.6013 4.8458 -0.106
H -0.0465 2.9882 -1.1045 0.102
H -0.6042 4.2813 -0.0171 0.108
H -1.4682 1.3310 0.0793 0.027
H -2.4869 2.6771 -0.3814 0.063
H -5.4318 2.8540 2.6882 0.082
H -7.2903 1.2667 2.4603 0.094
H -6.8693 -1.0578 1.7308 0.094
H -4.5321 -1.8028 1.3019 0.100
H -2.6854 -0.2222 1.4964 0.085
H -0.8054 4.9642 3.1881 0.089
H -1.2740 7.3814 3.4383 0.098
H -3.4385 8.3106 2.6779 0.093
H -5.1207 6.8216 1.6454 0.094
H -4.6670 4.4130 1.4185 0.085
H -0.5919 0.1738 2.5710 0.053
H 0.7236 -0.7039 4.4500 0.091
H 0.8518 0.5568 6.5780 0.093
H -0.4313 2.6582 6.8382 0.094
H -1.7796 3.5247 4.9735 0.092
```

Q: Among the records above, which one has the highest 2S+1?
A: C57H46CoIN3O2P2Si

Q: Which formula does entry 2 have?
A: C57H48AuGe2O2P

Q: Which value of 2S+1 does entry 2 give?
A: 2

Q: Number 2 is which compound?
A: C57H48AuGe2O2P